# 1
C34H36AsF6N2PPtSTe | ωB97M-V with the def2-TZVPD basis set

Element x y z (Å)
Pt: -0.51541 -0.63318 0.86598
S: 1.74084 -0.49530 0.65409
C: 2.36123 0.97906 1.20751
C: 3.76903 1.11755 1.32339
C: 4.28703 2.32756 1.73136
C: 3.43627 3.39771 2.01715
C: 2.04294 3.27099 1.90458
C: 1.51506 2.06084 1.51538
As: -0.37483 1.78304 1.25543
C: -0.81822 3.15267 0.04283
C: -1.88724 4.00436 0.32111
C: -2.12559 5.06086 -0.54101
C: -1.34409 5.22493 -1.67647
C: -0.29494 4.35141 -1.95506
C: -0.03186 3.29878 -1.10330
C: -1.26335 1.94888 2.92275
C: -0.50522 2.12131 4.08666
C: -1.15784 2.29376 5.29811
C: -2.54577 2.27294 5.34924
C: -3.29256 2.07073 4.19495
C: -2.66065 1.89746 2.97259
H: 4.41548 0.28338 1.08938
H: 5.35618 2.45194 1.82381
H: 3.85456 4.34631 2.32433
H: 1.40629 4.12257 2.11403
H: -2.49357 3.88593 1.20985
H: -2.92805 5.75247 -0.32882
H: -1.55080 6.04420 -2.35148
H: 0.30637 4.49514 -2.84096
H: 0.78444 2.61544 -1.31667
H: 0.57806 2.15934 4.05506
H: -0.58399 2.45535 6.19996
H: -3.04782 2.41779 6.29604
H: -4.37175 2.05301 4.24534
H: -3.24808 1.73907 2.07573
N: -0.32840 -0.95717 3.05156
C: 0.32842 -2.22969 3.49219
C: -0.43704 -3.48741 3.09544
C: -0.43377 -3.84001 1.58906
C: -1.74888 -3.55857 0.87684
N: -2.12899 -2.12395 1.05129
H: 0.18237 -0.16077 3.42805
H: -1.25342 -0.89506 3.47895
H: 0.41095 -2.17459 4.57976
H: 1.33936 -2.23887 3.08176
H: -1.46076 -3.41748 3.47774
H: 0.01333 -4.30614 3.65591
H: -0.17918 -4.88877 1.44395
H: 0.36431 -3.26682 1.08874
H: -2.55814 -4.17038 1.27901
H: -1.68508 -3.77045 -0.19326
H: -2.51221 -2.04261 1.98899
H: -2.88086 -1.86069 0.41306
Te: -0.13454 -1.88756 -2.21111
C: 0.48187 -3.54237 -3.33523
C: 1.47528 -4.43264 -2.95163
C: 1.81628 -5.45199 -3.82698
C: 1.16981 -5.56497 -5.05300
C: 0.17727 -4.66857 -5.41484
C: -0.18796 -3.64213 -4.55209
C: 1.35658 -0.60854 -2.90950
C: 0.97510 0.58302 -3.52149
C: 1.96458 1.41281 -4.02913
C: 3.30299 1.06456 -3.90544
C: 3.66945 -0.12869 -3.29268
C: 2.69423 -0.97858 -2.79589
H: 1.97697 -4.34991 -1.99579
H: 2.58868 -6.15733 -3.55547
H: 1.43540 -6.36781 -5.72707
H: -0.32379 -4.76482 -6.36796
H: -0.97930 -2.95838 -4.83434
H: -0.06864 0.85403 -3.62062
H: 1.68788 2.32335 -4.54183
H: 4.06421 1.71364 -4.31439
H: 4.70952 -0.41504 -3.23553
H: 2.97883 -1.93712 -2.38176
F: -1.30661 0.49078 -1.39085
P: -3.04663 0.44466 -1.39905
F: -2.86601 0.65134 0.25097
F: -3.01461 2.00877 -1.59606
F: -2.95432 0.16574 -2.95131
F: -2.88578 -1.16225 -1.11962
F: -4.60092 0.36715 -1.28222

Calculated values
relative energy (zero: lowest compared OMol25 entry of this formula, charge and spin): 1.7106 eV
total charge: +3
E_HOMO (spin up / spin down): -16.21 / -16.17 eV
2S+1: 2
DFT total energy: -146607.0708 eV



# 2
C34H36BrCeN3O3P2S6Sb | ωB97M-V with the def2-TZVPD basis set

Element x y z (Å)
Ce: 0.27706 -0.45672 0.41088
S: 0.94766 3.00412 3.22088
Sb: 0.43633 2.83539 1.03605
S: 2.16051 1.38465 0.02262
S: -1.54636 1.47493 0.59408
S: 0.20381 4.77664 -0.09668
Br: -3.54656 -7.88402 2.54860
C: -2.11883 -7.82795 1.31197
C: -0.95092 -8.51879 1.58675
C: 0.07163 -8.50592 0.65517
C: -0.05029 -7.77440 -0.51669
C: -1.22885 -7.08221 -0.78066
C: -2.26656 -7.11361 0.13099
N: 1.00615 -7.93948 -1.49127
N: 1.44874 -7.01247 -2.19451
C: 1.18769 -5.63329 -1.93811
C: 0.84846 -4.87845 -3.03626
C: 0.38814 -3.55758 -2.91534
C: 0.29796 -2.96568 -1.66627
O: -0.24510 -1.79703 -1.43069
C: 0.91057 -3.65908 -0.56780
N: 1.10963 -2.91743 0.55947
C: 1.64576 -3.49221 1.61075
C: 2.08646 -4.82769 1.60024
C: 1.94911 -5.56288 0.46082
C: 1.31873 -4.99522 -0.67161
H: -0.84527 -9.06478 2.51288
H: 0.98409 -9.05714 0.83794
H: -1.34220 -6.52027 -1.69533
H: -3.18084 -6.57457 -0.06777
H: 0.87619 -5.35787 -4.00720
H: 0.06936 -3.00402 -3.78649
H: 1.74511 -2.89907 2.51555
H: 2.53413 -5.23215 2.49436
H: 2.33513 -6.57264 0.41208
C: 3.01463 -0.47332 3.22569
C: 2.97846 -0.69921 4.72446
C: 3.75828 -1.92210 5.16666
O: 1.64379 -0.72682 5.23664
P: 0.40127 -1.62395 4.81438
S: 0.73727 -3.54130 4.85943
S: -0.39390 -0.82936 3.11242
O: -0.62775 -1.25606 5.95999
C: -0.87689 0.01001 6.60526
C: -0.89282 1.18722 5.65272
C: 0.10799 0.18382 7.74934
H: 4.04390 -0.29481 2.91914
H: 2.41153 0.38918 2.93343
H: 2.65865 -1.36762 2.68505
H: 3.39927 0.18381 5.22399
H: 3.46826 -2.80517 4.60108
H: 3.58817 -2.13339 6.22106
H: 4.81763 -1.73353 5.00809
H: -1.88635 -0.13293 7.01924
H: 0.08521 1.36591 5.20448
H: -1.18124 2.07839 6.20970
H: -1.60158 1.04345 4.84074
H: 1.09980 0.42009 7.36941
H: 0.16894 -0.72882 8.34197
H: -0.22364 0.99913 8.39286
C: 0.22308 2.53047 -2.78788
P: -0.13931 0.82701 -2.27737
C: -1.85325 0.58897 -2.85692
C: -2.75265 1.64447 -2.71074
C: -4.08561 1.48450 -3.05065
C: -4.54117 0.26706 -3.53065
C: -3.65620 -0.79095 -3.66997
C: -2.32287 -0.63418 -3.32869
C: 0.89070 -0.07648 -3.49942
C: 0.48930 -0.21663 -4.82591
C: 1.28866 -0.88725 -5.73943
C: 2.50394 -1.41963 -5.34093
C: 2.92063 -1.26746 -4.02663
C: 2.11720 -0.60279 -3.11545
H: -0.28723 3.27017 -2.17009
H: -0.05366 2.64454 -3.84000
H: 1.29428 2.69731 -2.65953
H: -2.41685 2.59247 -2.31786
H: -4.77029 2.31324 -2.92812
H: -5.58488 0.13988 -3.78520
H: -4.00501 -1.74795 -4.03872
H: -1.64512 -1.46955 -3.41905
H: -0.45594 0.19812 -5.15009
H: 0.95939 -0.99092 -6.76510
H: 3.12329 -1.94993 -6.05050
H: 3.86926 -1.67400 -3.70594
H: 2.46457 -0.47870 -2.08267

Calculated values
total charge: -1
E_HOMO (spin up / spin down): -5.11 / -5.11 eV
2S+1: 1
DFT total energy: -219560.9683 eV



# 3
C34H36BrIrN3O5Se2Si | ωB97M-V with the def2-TZVPD basis set

Element x y z (Å)
Ir: 0.55186 0.55537 0.00248
O: 1.80597 2.78523 2.10270
C: 2.08940 2.27074 3.38980
C: 1.07725 1.18303 3.77280
C: 1.11452 1.13669 5.31446
O: 0.50453 -0.00490 5.88477
C: 1.37123 -0.23108 3.25469
Se: 2.20419 -0.32198 1.49672
C: -0.31933 1.63919 3.33602
Se: -1.01584 1.30201 1.51734
H: 2.47371 3.43754 1.86319
H: 1.98823 3.08179 4.12531
H: 3.10614 1.87009 3.46215
H: 0.66770 2.05594 5.71564
H: 2.15710 1.10759 5.63883
H: -0.42270 -0.03471 5.62653
H: 0.44435 -0.79906 3.20582
H: 2.02215 -0.76389 3.94739
H: -0.41306 2.72271 3.42460
H: -1.09253 1.18851 3.96563
Br: 3.19369 6.96017 0.91206
C: 3.01808 5.31325 -0.01217
C: 1.75584 4.83330 -0.31422
C: 1.63286 3.61192 -0.96075
C: 2.76179 2.88918 -1.32325
C: 4.02302 3.40093 -1.03676
C: 4.15862 4.60700 -0.36720
C: 2.67998 1.55578 -2.02646
O: 3.14635 1.41125 -3.13963
O: 2.14348 0.58105 -1.34777
H: 0.87567 5.39339 -0.03016
H: 0.64320 3.22379 -1.16682
H: 4.90323 2.84753 -1.33663
H: 5.13795 4.99939 -0.13036
C: -1.60722 0.54601 -5.14422
N: -1.44677 1.07348 -3.81136
C: -2.35718 1.97233 -3.14084
C: -1.73110 2.06496 -1.75567
O: -2.15452 2.74900 -0.85683
N: -0.61654 1.24755 -1.72130
C: -0.50278 0.68709 -2.94075
N: 0.42043 -0.20701 -3.26207
H: -2.41009 1.08942 -5.63598
H: -1.86905 -0.51529 -5.12664
H: -0.70086 0.68813 -5.73703
H: -3.36818 1.56692 -3.06062
H: -2.38846 2.96017 -3.60339
H: 1.24399 -0.27078 -2.66096
H: 0.52727 -0.48276 -4.22250
C: -4.67558 -0.88576 -2.39278
C: -3.63898 -1.62286 -2.94717
C: -2.45165 -1.79289 -2.24628
C: -2.26096 -1.24673 -0.97200
C: -3.31417 -0.48759 -0.44953
C: -4.50347 -0.31060 -1.14158
Si: -0.60818 -1.49296 -0.04825
C: 0.39530 -2.77718 -1.01708
C: -0.24238 -3.98335 -1.33199
C: 0.42469 -5.00833 -1.98588
C: 1.75983 -4.85278 -2.33311
C: 2.41783 -3.67612 -2.00878
C: 1.74250 -2.65450 -1.35298
C: -0.96904 -2.34828 1.60205
C: 0.00898 -3.15806 2.18833
C: -0.20612 -3.78757 3.40390
C: -1.41692 -3.63008 4.06608
C: -2.41539 -2.86236 3.48644
C: -2.19250 -2.23845 2.26441
H: -5.60653 -0.75715 -2.93103
H: -3.75721 -2.07611 -3.92455
H: -1.65766 -2.36966 -2.70565
H: -3.20804 0.00037 0.51039
H: -5.29417 0.28531 -0.70313
H: -1.27819 -4.13625 -1.04549
H: -0.09450 -5.93057 -2.21541
H: 2.28621 -5.65015 -2.84261
H: 3.46386 -3.55088 -2.25906
H: 2.28787 -1.75203 -1.10657
H: 0.96072 -3.29347 1.68726
H: 0.57465 -4.39981 3.83756
H: -1.58384 -4.11412 5.02003
H: -3.37425 -2.75322 3.97822
H: -3.00031 -1.66375 1.82965

Calculated values
relative energy (zero: lowest compared OMol25 entry of this formula, charge and spin): 0.0000 eV
total charge: 0
E_HOMO (spin up / spin down): -7.40 / -7.31 eV
2S+1: 2
DFT total energy: -262005.3209 eV